1.
{
  "formula": "C7H8O2",
  "method": "ωB97M-V with the def2-TZVPD basis set",
  "total_energy_ev": -11478.2126,
  "gap_ev": [7.03, 7.04],
  "homo_ev": [-7.765, -7.768],
  "symbols": ["C", "C", "C", "C", "C", "C", "C", "O", "O", "H", "H", "H", "H", "H", "H", "H", "H"],
  "coordinates": [[-1.11649, -0.06372, 0.24229], [-2.23788, 0.36583, 0.04516], [2.67978, 0.60279, -0.40033], [2.42767, 0.57711, 0.92274], [0.24053, -0.31514, 0.38470], [-3.60938, 0.72211, -0.28415], [0.86410, -1.59197, -0.06048], [1.82714, 0.43089, -1.33060], [1.01730, 0.47613, 1.13689], [3.71885, 1.11616, -0.63201], [3.00431, 1.08144, 1.65125], [-3.65541, 1.39215, -1.22474], [-4.01729, 1.24619, 0.53102], [-4.13004, -0.26344, -0.50941], [1.65235, -1.64812, 0.62941], [1.19283, -1.61823, -1.18714], [0.14162, -2.51020, 0.08541]],
  "atomic_forces_ev_per_a": [[-1.659, 1.578, 0.216], [1.229, -0.659, -0.209], [1.361, 2.096, -3.016], [-2.331, -1.196, -0.135], [3.471, 0.003, 0.291], [0.377, -0.995, -2.464], [-2.518, -1.753, -2.111], [1.269, -0.147, 1.002], [-1.477, -0.223, 0.034], [-1.555, -1.211, 0.158], [-0.031, 0.175, 0.833], [0.157, -1.097, 1.479], [-0.933, 0.551, 0.943], [0.212, 1.433, 0.340], [1.708, -0.770, 0.432], [-0.433, 0.318, 2.337], [1.153, 1.897, -0.129]],
  "lowdin_charge": [0.069, -0.020, -0.347, -0.090, -0.269, -0.084, -0.030, -0.095, 0.013, 0.147, 0.093, 0.122, 0.055, 0.110, 0.057, 0.139, 0.130]
}

2.
{
  "formula": "C20H71N5O13",
  "method": "ωB97M-V with the def2-TZVPD basis set",
  "total_energy_ev": -55955.3200,
  "gap_ev": 8.84,
  "homo_ev": -9.066,
  "symbols": ["O", "H", "H", "O", "H", "H", "O", "H", "H", "O", "H", "H", "O", "H", "H", "O", "H", "H", "O", "H", "H", "O", "H", "H", "C", "C", "C", "O", "C", "N", "H", "H", "H", "H", "H", "H", "H", "H", "H", "H", "H", "C", "C", "C", "O", "C", "N", "H", "H", "H", "H", "H", "H", "H", "H", "H", "H", "H", "C", "C", "C", "O", "C", "N", "H", "H", "H", "H", "H", "H", "H", "H", "H", "H", "H", "C", "C", "C", "O", "C", "N", "H", "H", "H", "H", "H", "H", "H", "H", "H", "H", "H", "C", "C", "C", "O", "C", "N", "H", "H", "H", "H", "H", "H", "H", "H", "H", "H", "H"],
  "coordinates": [[-0.17765, 3.07158, 4.15291], [-1.02600, 2.75452, 3.81038], [-0.21205, 4.02867, 4.04629], [2.22862, -1.91740, -1.99254], [2.54838, -1.97699, -1.07957], [2.24081, -0.95696, -2.20654], [2.46373, 3.41578, 6.21547], [1.78489, 3.53759, 5.53694], [2.84511, 4.29172, 6.35374], [0.89942, 0.36319, 4.60231], [0.55738, -0.25224, 3.93843], [0.37398, 1.17213, 4.49451], [3.61300, 1.09936, 5.43019], [2.80046, 0.58900, 5.29498], [3.29633, 1.95685, 5.81248], [-3.81981, 2.79551, -0.81089], [-3.96033, 2.72333, -1.77799], [-2.86042, 2.69211, -0.69045], [2.05485, 3.71374, -1.42205], [1.59432, 4.01300, -0.61435], [2.09981, 4.49002, -1.99188], [0.97375, 4.46466, 1.18771], [0.60224, 3.61734, 1.48357], [0.50896, 5.15559, 1.67061], [3.20727, 0.18069, -4.62913], [2.23000, 1.11660, -3.86678], [0.80007, 0.67242, -4.14197], [0.37955, 0.64063, -5.49301], [0.64728, 1.82205, -6.20949], [2.46763, 1.04116, -2.42311], [4.20773, 0.39906, -4.26345], [3.08569, 0.45525, -5.67812], [2.91685, -0.86258, -4.53244], [2.43576, 2.12205, -4.25429], [0.05053, 1.30401, -3.61640], [0.57637, -0.26217, -3.61776], [0.24718, 1.65859, -7.20921], [1.70564, 2.07203, -6.34079], [0.17364, 2.68320, -5.71798], [3.43762, 1.29429, -2.22242], [2.04599, 1.90747, -2.02894], [0.14568, -3.59103, 4.85794], [-0.35504, -2.80582, 3.67256], [-1.73867, -3.21981, 3.14668], [-2.26731, -2.17090, 2.34660], [-3.22955, -2.65784, 1.44403], [-0.21189, -1.34125, 3.92802], [-0.41961, -3.51154, 5.78723], [1.16283, -3.26838, 5.10465], [0.33779, -4.64762, 4.64595], [0.33206, -2.87539, 2.83286], [-2.44242, -3.51498, 3.93610], [-1.56223, -4.10789, 2.52749], [-3.52504, -1.88285, 0.73336], [-4.12809, -2.97101, 1.99368], [-2.94615, -3.50687, 0.80866], [-0.42372, -0.94355, 3.01251], [-0.96300, -0.99691, 4.52706], [-0.68459, -0.60670, -1.17288], [-0.50059, 0.54161, -0.17135], [0.95037, 0.60428, 0.29190], [1.04641, 1.52493, 1.35530], [2.31150, 1.45454, 2.02141], [-0.90200, 1.78881, -0.89759], [-1.75601, -0.66459, -1.39877], [-0.47023, -1.62837, -0.84638], [-0.15150, -0.47896, -2.12108], [-1.18017, 0.17591, 0.60334], [1.61046, 0.75850, -0.56712], [1.08850, -0.41192, 0.68615], [2.23019, 2.11191, 2.88072], [3.06109, 1.80822, 1.30693], [2.55957, 0.45244, 2.35759], [-0.58090, 1.72094, -1.85863], [-0.27435, 2.45426, -0.44517], [3.45785, -4.30496, 0.12857], [2.76580, -3.95096, 1.44507], [2.37732, -2.47668, 1.49639], [3.30678, -1.57423, 0.91337], [4.55037, -1.41938, 1.56197], [1.53038, -4.72963, 1.56463], [2.80421, -4.47744, -0.73503], [3.89458, -5.31183, 0.21085], [4.27084, -3.70103, -0.28033], [3.48559, -4.11144, 2.24888], [2.32016, -2.10929, 2.53100], [1.40283, -2.32421, 1.02384], [4.46533, -1.23595, 2.63916], [4.91614, -0.47957, 1.15488], [5.24970, -2.23779, 1.39566], [1.65625, -5.70329, 1.30144], [0.88741, -4.41789, 0.83772], [-6.78976, 2.18960, -2.35218], [-6.39285, 0.95044, -3.16638], [-4.89980, 0.64605, -2.97977], [-4.10327, 1.73117, -3.39952], [-2.94221, 1.28600, -4.10696], [-7.08703, -0.23024, -2.68326], [-7.87873, 2.21006, -2.31540], [-6.38253, 3.10597, -2.78339], [-6.36882, 2.12959, -1.34770], [-6.42130, 1.07163, -4.25141], [-4.70863, -0.26580, -3.56121], [-4.69356, 0.35231, -1.93974], [-2.34564, 0.70890, -3.39831], [-2.52536, 2.14640, -4.61388], [-3.21118, 0.52351, -4.84712], [-6.71569, -0.62701, -1.82447], [-8.04319, -0.04204, -2.39611]],
  "atomic_forces_ev_per_a": [[-0.248, 0.244, -0.179], [0.167, 0.098, 0.064], [-0.085, -0.063, 0.046], [-0.069, 0.254, -0.080], [0.124, 0.260, -0.234], [0.144, -0.444, 0.470], [-0.330, 0.725, 0.021], [0.076, -0.221, 0.125], [0.006, -0.178, 0.001], [1.368, 4.147, 1.376], [1.346, 0.046, 0.555], [0.761, 0.017, 0.254], [-0.071, 0.506, 0.317], [-0.078, 0.188, -0.096], [0.381, -1.069, -0.466], [-0.044, 0.231, -0.247], [0.279, -0.070, 0.601], [-0.133, -0.252, -0.216], [-0.257, 0.328, 0.188], [0.241, 0.053, -0.095], [-0.019, -0.088, 0.097], [-0.147, -0.083, 0.030], [0.215, -0.116, 0.030], [0.003, -0.043, -0.181], [-1.056, 0.931, 0.108], [0.823, -0.953, -0.676], [-1.272, 1.005, 0.712], [0.813, -0.641, 0.114], [-0.216, 0.188, -0.108], [-0.153, 1.377, 0.077], [0.195, -0.311, -0.243], [0.463, -0.210, -0.085], [0.257, -0.100, 0.257], [-0.314, 0.084, 0.116], [0.558, 0.515, -0.107], [0.598, -0.420, -1.041], [-0.190, 0.186, 0.084], [0.068, -0.274, 0.205], [-0.100, 0.007, -0.172], [0.116, -0.541, -0.319], [-0.118, -0.844, -0.197], [1.196, -0.583, 0.184], [-0.054, 1.101, -0.169], [0.530, -0.147, 0.035], [0.365, -0.505, -0.446], [-1.074, 0.039, -0.244], [-3.526, -4.207, -1.671], [-0.359, 0.129, -0.234], [-0.152, 0.412, -0.028], [-0.618, -0.024, -0.226], [-0.020, -0.860, 0.122], [0.004, 0.240, 0.090], [-0.160, -0.062, -0.005], [0.151, 0.281, 0.337], [0.003, 0.022, -0.078], [0.592, -0.052, 0.367], [-0.600, -0.036, -0.162], [0.273, -0.168, 0.125], [-0.564, -0.483, -0.621], [0.259, -1.035, -2.047], [-1.553, -1.357, 0.558], [0.111, 0.151, 0.150], [-0.212, 0.624, -0.511], [0.336, -0.126, 1.686], [0.015, 0.250, -0.196], [0.427, 0.287, 0.450], [-0.139, 0.058, 0.579], [-0.013, 1.163, 0.589], [0.018, 0.146, 0.598], [0.603, 0.228, -0.011], [0.235, -0.024, 0.038], [0.288, -0.003, 0.236], [-0.155, -0.131, 0.006], [0.004, -0.068, 0.123], [-0.424, 0.564, -0.466], [0.713, -1.294, -1.026], [0.179, 0.355, -1.468], [0.692, 0.786, 1.012], [-0.382, -0.576, -0.787], [-0.199, 0.707, 0.160], [-0.345, -0.241, 0.309], [-0.519, 0.588, 0.318], [0.081, 0.123, 0.371], [-0.088, 0.409, 0.562], [-0.337, -0.460, 0.236], [-0.509, -0.500, 0.166], [0.180, 0.062, -0.242], [-0.322, -0.256, 0.087], [0.483, -0.146, -0.117], [-0.006, -0.100, -0.163], [0.441, 0.000, 0.360], [0.090, 0.295, 0.133], [0.270, -0.095, -0.674], [1.448, 0.200, 1.410], [-0.460, -0.736, 0.186], [-0.065, -0.256, -0.658], [-0.993, -0.787, 0.378], [-0.867, -0.782, -0.053], [-0.015, 0.398, 0.102], [-0.251, 0.041, -0.110], [-0.169, -0.197, 0.090], [-0.972, 0.105, 0.016], [0.216, 0.208, -0.194], [0.087, 0.432, 0.098], [0.805, 0.583, -0.031], [0.538, -0.002, 0.288], [-0.205, 0.309, -0.274], [0.627, 0.276, -0.213], [-0.033, 0.256, -0.535]],
  "lowdin_charge": [-0.042, 0.069, 0.051, -0.079, -0.002, -0.007, -0.037, 0.035, 0.065, -0.094, -0.104, 0.009, -0.116, -0.014, -0.014, -0.101, 0.006, -0.011, -0.057, 0.012, 0.058, -0.046, 0.020, 0.051, -0.029, -0.416, -0.215, -0.168, -0.116, 0.018, 0.080, 0.069, 0.082, 0.128, 0.099, 0.103, 0.094, 0.076, 0.093, 0.101, 0.043, -0.050, -0.372, -0.183, -0.195, -0.121, 0.032, 0.080, 0.082, 0.078, 0.084, 0.131, 0.120, 0.081, 0.091, 0.089, 0.098, 0.127, -0.061, -0.358, -0.204, -0.208, -0.068, 0.080, 0.073, 0.078, 0.035, 0.130, 0.097, 0.098, 0.075, 0.101, 0.070, 0.043, 0.053, -0.069, -0.401, -0.213, -0.239, -0.088, 0.044, 0.081, 0.079, 0.076, 0.140, 0.125, 0.105, 0.098, 0.094, 0.086, 0.078, 0.078, -0.055, -0.423, -0.243, -0.216, -0.067, 0.024, 0.070, 0.078, 0.075, 0.140, 0.122, 0.125, 0.072, 0.094, 0.092, 0.071, 0.067]
}

The following molar mass values (in g mol⁻¹) correspond, in order, to the records above: 124.139 589.810.
The following ΔE to the lowest compared entry with this formula, charge and spin values (in kcal/mol) correspond, in order, to the records above: 123.3 32.3.